Record 1
{
  "formula": "C24H21N5O4S",
  "method": "ωB97M-V with the def2-TZVPD basis set",
  "symbols": ["C", "C", "C", "C", "C", "C", "C", "H", "H", "C", "N", "N", "C", "N", "N", "C", "C", "C", "C", "C", "C", "C", "H", "H", "H", "H", "C", "C", "C", "C", "O", "H", "H", "H", "H", "S", "O", "O", "N", "C", "H", "C", "H", "O", "C", "H", "C", "H", "H", "H", "H", "H", "H", "H", "H"],
  "coordinates": [[0.665, 3.187, -4.125], [0.548, 2.728, -2.712], [0.626, 1.373, -2.402], [0.537, 0.924, -1.105], [0.356, 1.826, -0.059], [0.252, 3.182, -0.354], [0.354, 3.620, -1.661], [0.274, 4.676, -1.875], [0.063, 3.893, 0.437], [0.201, 1.301, 1.306], [-0.624, 0.306, 1.402], [-0.843, -0.199, 2.610], [-1.669, -1.222, 2.994], [-1.589, -1.365, 4.301], [-0.741, -0.466, 4.791], [-0.280, 0.249, 3.793], [0.659, 1.317, 3.721], [1.320, 1.814, 4.847], [2.249, 2.817, 4.701], [2.548, 3.320, 3.434], [1.900, 2.844, 2.317], [0.921, 1.849, 2.437], [2.156, 3.222, 1.339], [3.300, 4.087, 3.329], [2.764, 3.208, 5.565], [1.085, 1.386, 5.808], [-2.499, -1.990, 2.118], [-3.350, -3.028, 2.409], [-3.941, -3.397, 1.183], [-3.411, -2.564, 0.243], [-2.536, -1.712, 0.796], [-3.576, -2.476, -0.812], [-4.661, -4.172, 1.023], [-3.515, -3.450, 3.378], [0.615, -0.129, -0.895], [0.858, 0.191, -3.737], [-0.258, 0.295, -4.637], [2.178, 0.369, -4.273], [0.818, -1.278, -2.926], [-0.497, -1.874, -2.795], [-1.195, -1.097, -2.483], [-0.413, -2.985, -1.744], [-1.353, -3.535, -1.687], [0.572, -3.934, -2.074], [1.840, -3.336, -2.213], [2.529, -4.139, -2.479], [1.819, -2.257, -3.297], [2.776, -1.743, -3.373], [1.578, -2.718, -4.265], [2.150, -2.887, -1.257], [-0.194, -2.539, -0.762], [-0.832, -2.289, -3.756], [0.611, 4.271, -4.193], [1.607, 2.839, -4.546], [-0.129, 2.743, -4.723]],
  "lumo_ha": -0.01270,
  "relative_energy_kj_mol": 99.85,
  "smiles": "Cc1ccc(-c2nn3c(-c4ccco4)nnc3c3ccccc23)cc1S(=O)(=O)N1CCOCC1"
}

=====

Record 2
{
  "formula": "C21H20GaN4O2SSe",
  "method": "ωB97M-V with the def2-TZVPD basis set",
  "symbols": ["Ga", "C", "C", "C", "C", "C", "C", "C", "C", "C", "S", "C", "N", "H", "H", "H", "H", "H", "H", "H", "H", "Se", "C", "N", "N", "C", "O", "C", "C", "C", "C", "C", "C", "C", "C", "C", "H", "H", "H", "H", "H", "H", "H", "H", "H", "H", "H", "H", "O", "N"],
  "coordinates": [[0.497, 0.305, 0.214], [-0.469, -2.264, -1.675], [-0.887, -0.969, -2.273], [-1.704, -0.926, -3.417], [-2.049, 0.280, -3.958], [-1.573, 1.474, -3.380], [-1.891, 2.746, -3.894], [-1.424, 3.872, -3.270], [-0.599, 3.769, -2.149], [-0.254, 2.543, -1.618], [0.830, 2.523, -0.226], [-0.753, 1.361, -2.223], [-0.451, 0.144, -1.704], [-1.118, -3.075, -1.996], [-0.473, -2.200, -0.584], [0.552, -2.498, -1.991], [-2.047, -1.848, -3.857], [-2.685, 0.337, -4.828], [-2.514, 2.810, -4.772], [-1.687, 4.850, -3.636], [-0.212, 4.659, -1.680], [1.927, -1.350, 1.237], [-4.565, 1.076, 4.315], [-3.646, 1.310, 3.235], [-2.642, 0.436, 2.937], [-2.051, 0.828, 1.778], [-1.067, 0.170, 1.268], [-2.716, 1.983, 1.348], [-3.704, 2.252, 2.276], [-4.680, 3.365, 2.306], [-2.198, -0.576, 3.827], [-2.100, -1.885, 3.376], [-1.627, -2.864, 4.233], [-1.270, -2.539, 5.531], [-1.380, -1.232, 5.978], [-1.834, -0.241, 5.127], [-4.559, 0.016, 4.567], [-5.570, 1.362, 4.005], [-4.286, 1.643, 5.206], [-2.474, 2.554, 0.476], [-4.421, 4.111, 1.558], [-4.684, 3.842, 3.285], [-5.690, 3.007, 2.097], [-2.375, -2.121, 2.358], [-1.530, -3.878, 3.880], [-0.906, -3.307, 6.195], [-1.096, -0.978, 6.987], [-1.887, 0.784, 5.464], [0.456, -3.343, 2.213], [0.389, -2.361, 1.532]],
  "lumo_ha": -0.11601,
  "relative_energy_kj_mol": 8.54,
  "total_charge": 1
}

=====

Record 3
{
  "formula": "C7H12Si",
  "method": "ωB97M-V with the def2-TZVPD basis set",
  "symbols": ["C", "C", "C", "C", "C", "C", "C", "Si", "H", "H", "H", "H", "H", "H", "H", "H", "H", "H", "H", "H"],
  "coordinates": [[-0.565, 1.137, -3.006], [0.329, 0.451, -2.064], [-1.247, 2.053, -2.288], [0.238, 0.916, -0.804], [-0.883, 1.946, -0.849], [0.592, -2.407, 2.484], [0.174, -1.557, 1.378], [1.082, 0.125, 1.159], [-0.402, 0.906, -4.023], [1.084, -0.249, -2.490], [-2.093, 2.703, -2.638], [-0.706, 2.795, -0.295], [-1.912, 1.557, -0.488], [1.686, -2.560, 2.805], [0.065, -2.093, 3.410], [0.129, -3.328, 2.216], [-0.915, -1.394, 1.490], [0.205, -2.145, 0.434], [0.642, 1.185, 2.158], [2.496, -0.044, 1.410]],
  "lumo_ha": 0.03593,
  "relative_energy_kj_mol": 224.85,
  "smiles": "CC[SiH2]C1=CC=CC1"
}

=====

Record 4
{
  "formula": "C8H12N3Se",
  "method": "ωB97M-V with the def2-TZVPD basis set",
  "symbols": ["C", "C", "C", "C", "C", "C", "C", "C", "N", "N", "N", "Se", "H", "H", "H", "H", "H", "H", "H", "H", "H", "H", "H", "H"],
  "coordinates": [[-1.988, -0.148, 1.844], [-1.322, -1.287, 1.602], [-1.422, 1.064, 1.508], [-0.313, 0.981, 0.614], [0.280, -0.220, 0.328], [-0.793, 3.177, 0.973], [1.873, -1.869, -3.110], [1.832, -1.904, -1.610], [-0.253, -1.312, 0.814], [-1.677, 2.307, 1.789], [0.129, 2.263, 0.349], [2.032, -0.190, -0.679], [-2.891, -0.243, 2.397], [-1.783, -2.194, 1.901], [-1.506, 3.627, 0.269], [-0.367, 3.845, 1.630], [2.217, -1.038, -3.636], [2.484, -2.698, -3.438], [0.942, -2.032, -3.638], [2.804, -2.524, -1.167], [0.931, -2.467, -1.395], [0.229, -2.108, 0.441], [-2.329, 2.658, 2.507], [0.889, 2.310, -0.296]],
  "lumo_ha": -0.11283,
  "relative_energy_kj_mol": 18.25,
  "smiles": "CC[Se]C1=C2NC[NH+]=C2C=CN1",
  "total_charge": 1
}

=====

Record 5
{
  "formula": "C3H3Cl2O2P",
  "method": "ωB97M-V with the def2-TZVPD basis set",
  "symbols": ["C", "C", "C", "O", "O", "P", "Cl", "Cl", "H", "H", "H"],
  "coordinates": [[-0.466, 1.635, 0.199], [-0.967, 1.191, -0.896], [0.053, 2.159, 1.278], [1.468, -2.535, -0.220], [-0.581, -3.113, 0.716], [-0.085, -2.976, -0.662], [2.712, -2.266, -1.318], [-0.719, -0.362, -1.544], [-2.020, 1.640, -1.212], [0.859, 2.953, 1.363], [-0.253, 1.674, 2.296]],
  "lumo_ha": -0.01669,
  "relative_energy_kj_mol": 30.46,
  "smiles": "C=C=CCl.O=POCl"
}

=====

Record 6
{
  "formula": "C9H22FNO5S2",
  "method": "ωB97M-V with the def2-TZVPD basis set",
  "symbols": ["O", "S", "O", "F", "N", "C", "C", "C", "S", "H", "H", "H", "H", "H", "H", "H", "H", "C", "O", "C", "C", "O", "C", "C", "O", "C", "H", "H", "H", "H", "H", "H", "H", "H", "H", "H", "H", "H", "H", "H"],
  "coordinates": [[-5.702, 3.154, -3.895], [-5.454, 1.629, -3.980], [-6.694, 0.749, -3.696], [-4.951, 1.311, -5.624], [-4.088, 1.208, -2.977], [-4.482, 0.823, -1.568], [-3.114, 0.173, -0.871], [-2.434, -0.882, -1.948], [-0.913, -0.183, -2.813], [-3.317, 1.910, -3.011], [-5.397, 0.085, -1.530], [-4.782, 1.746, -0.880], [-2.357, 1.082, -0.761], [-3.330, -0.316, 0.176], [-2.103, -1.854, -1.350], [-3.207, -1.275, -2.766], [-0.501, 1.035, -2.214], [1.464, 1.190, 3.965], [2.100, 0.088, 3.343], [1.174, -0.926, 2.944], [1.682, -1.656, 1.698], [1.511, -0.908, 0.486], [2.372, 0.227, 0.319], [3.829, -0.149, 0.036], [4.482, -0.561, 1.236], [5.485, -1.539, 1.002], [1.019, 0.881, 4.917], [2.219, 1.959, 4.152], [0.700, 1.616, 3.310], [0.189, -0.495, 2.733], [1.085, -1.633, 3.776], [1.076, -2.559, 1.568], [2.715, -1.990, 1.811], [2.282, 0.916, 1.160], [1.985, 0.756, -0.559], [4.367, 0.725, -0.344], [3.857, -0.943, -0.719], [5.061, -2.408, 0.489], [5.873, -1.871, 1.969], [6.302, -1.113, 0.415]],
  "lumo_ha": -0.01465,
  "relative_energy_kj_mol": 240.59,
  "smiles": "O=S(=O)(F)NCCCS.COCCOCCOC"
}

=====

Which formula does entry 2 have?
C21H20GaN4O2SSe

=====

What did the first record say?
{
  "formula": "C24H21N5O4S",
  "method": "ωB97M-V with the def2-TZVPD basis set",
  "symbols": ["C", "C", "C", "C", "C", "C", "C", "H", "H", "C", "N", "N", "C", "N", "N", "C", "C", "C", "C", "C", "C", "C", "H", "H", "H", "H", "C", "C", "C", "C", "O", "H", "H", "H", "H", "S", "O", "O", "N", "C", "H", "C", "H", "O", "C", "H", "C", "H", "H", "H", "H", "H", "H", "H", "H"],
  "coordinates": [[0.665, 3.187, -4.125], [0.548, 2.728, -2.712], [0.626, 1.373, -2.402], [0.537, 0.924, -1.105], [0.356, 1.826, -0.059], [0.252, 3.182, -0.354], [0.354, 3.620, -1.661], [0.274, 4.676, -1.875], [0.063, 3.893, 0.437], [0.201, 1.301, 1.306], [-0.624, 0.306, 1.402], [-0.843, -0.199, 2.610], [-1.669, -1.222, 2.994], [-1.589, -1.365, 4.301], [-0.741, -0.466, 4.791], [-0.280, 0.249, 3.793], [0.659, 1.317, 3.721], [1.320, 1.814, 4.847], [2.249, 2.817, 4.701], [2.548, 3.320, 3.434], [1.900, 2.844, 2.317], [0.921, 1.849, 2.437], [2.156, 3.222, 1.339], [3.300, 4.087, 3.329], [2.764, 3.208, 5.565], [1.085, 1.386, 5.808], [-2.499, -1.990, 2.118], [-3.350, -3.028, 2.409], [-3.941, -3.397, 1.183], [-3.411, -2.564, 0.243], [-2.536, -1.712, 0.796], [-3.576, -2.476, -0.812], [-4.661, -4.172, 1.023], [-3.515, -3.450, 3.378], [0.615, -0.129, -0.895], [0.858, 0.191, -3.737], [-0.258, 0.295, -4.637], [2.178, 0.369, -4.273], [0.818, -1.278, -2.926], [-0.497, -1.874, -2.795], [-1.195, -1.097, -2.483], [-0.413, -2.985, -1.744], [-1.353, -3.535, -1.687], [0.572, -3.934, -2.074], [1.840, -3.336, -2.213], [2.529, -4.139, -2.479], [1.819, -2.257, -3.297], [2.776, -1.743, -3.373], [1.578, -2.718, -4.265], [2.150, -2.887, -1.257], [-0.194, -2.539, -0.762], [-0.832, -2.289, -3.756], [0.611, 4.271, -4.193], [1.607, 2.839, -4.546], [-0.129, 2.743, -4.723]],
  "lumo_ha": -0.01270,
  "relative_energy_kj_mol": 99.85,
  "smiles": "Cc1ccc(-c2nn3c(-c4ccco4)nnc3c3ccccc23)cc1S(=O)(=O)N1CCOCC1"
}